Record 1
# C42H55F36N16O24S12

A molecular structure, C42H55F36N16O24S12 at a distorted geometry (ωB97M-V/def2-TZVPD, the Open Molecules 2025 dataset).

Properties
Charge: -1

CARTESIAN COORDINATES (ANGSTROEM)
1 C -1.759 -5.693 0.272
2 C -1.326 -4.551 -0.603
3 N -1.607 -4.954 -2.036
4 C -0.875 -5.762 -2.871
5 C -1.630 -5.859 -3.976
6 N -2.794 -5.179 -3.810
7 C -2.779 -4.615 -2.601
8 C -3.751 -4.875 -4.802
9 H -1.246 -5.678 1.247
10 H -1.549 -6.673 -0.221
11 H -2.871 -5.701 0.428
12 H -0.266 -4.322 -0.510
13 H -1.950 -3.688 -0.422
14 H 0.021 -6.316 -2.625
15 H -1.446 -6.508 -4.813
16 H -3.515 -3.877 -2.203
17 H -4.561 -4.312 -4.236
18 H -4.112 -5.773 -5.222
19 H -3.314 -4.209 -5.520
20 C 1.996 -2.833 4.535
21 C 2.342 -2.721 3.168
22 N 3.603 -3.447 2.694
23 C 4.030 -3.735 1.366
24 C 5.156 -4.484 1.472
25 N 5.421 -4.636 2.834
26 C 4.465 -4.010 3.470
27 C 6.428 -5.514 3.442
28 H 2.801 -2.418 5.185
29 H 1.729 -3.870 4.843
30 H 1.083 -2.270 4.770
31 H 2.598 -1.664 2.848
32 H 1.555 -3.111 2.552
33 H 3.352 -3.554 0.505
34 H 5.700 -5.001 0.663
35 H 4.546 -3.908 4.521
36 H 6.724 -5.017 4.359
37 H 7.280 -5.696 2.817
38 H 5.948 -6.493 3.693
39 C 2.772 0.492 -0.021
40 C 4.232 0.623 -0.012
41 N 4.688 1.577 1.073
42 C 4.201 2.873 1.365
43 C 5.073 3.422 2.199
44 N 6.196 2.648 2.340
45 C 5.887 1.526 1.646
46 C 7.295 2.956 3.232
47 H 2.641 -0.207 -0.876
48 H 2.388 1.464 -0.289
49 H 2.318 0.219 0.906
50 H 4.678 1.118 -0.895
51 H 4.714 -0.316 0.165
52 H 3.158 3.088 1.258
53 H 4.878 4.336 2.751
54 H 6.600 0.746 1.603
55 H 6.844 2.687 4.199
56 H 7.459 4.026 3.200
57 H 8.212 2.410 3.005
58 C -1.480 -0.089 0.540
59 C -0.936 1.175 0.090
60 N -1.850 2.391 0.287
61 C -1.421 3.670 0.086
62 C -2.374 4.471 0.619
63 N -3.339 3.655 1.174
64 C -2.941 2.413 0.995
65 C -4.561 4.195 1.558
66 H -0.711 -0.799 0.308
67 H -2.392 -0.426 0.033
68 H -1.574 -0.094 1.678
69 H -0.680 1.249 -0.945
70 H -0.036 1.427 0.678
71 H -0.501 3.826 -0.469
72 H -2.551 5.571 0.525
73 H -3.541 1.564 1.121
74 H -4.402 4.933 2.351
75 H -5.243 3.400 1.855
76 H -4.965 4.678 0.690
77 C -2.553 -0.634 -4.215
78 C -2.773 0.651 -3.515
79 N -3.289 1.724 -4.344
80 C -3.033 2.005 -5.652
81 C -3.194 3.351 -5.829
82 N -3.642 3.816 -4.647
83 C -3.711 2.854 -3.760
84 C -4.004 5.226 -4.320
85 H -3.519 -1.053 -4.494
86 H -2.030 -1.287 -3.518
87 H -1.817 -0.608 -5.073
88 H -1.784 0.991 -3.045
89 H -3.595 0.515 -2.787
90 H -2.555 1.343 -6.328
91 H -3.099 3.909 -6.795
92 H -4.159 3.061 -2.823
93 H -5.062 5.383 -4.500
94 H -3.452 5.802 -5.097
95 H -3.611 5.512 -3.378
96 C 6.580 -6.655 -2.248
97 F 7.281 -5.947 -1.335
98 F 7.446 -7.294 -3.009
99 F 5.907 -7.564 -1.599
100 S 5.522 -5.530 -3.281
101 O 6.302 -4.346 -3.411
102 O 5.108 -6.327 -4.402
103 N 4.410 -5.164 -2.175
104 S 2.925 -5.456 -2.460
105 O 2.700 -6.766 -2.980
106 O 2.082 -5.040 -1.319
107 C 2.444 -4.438 -3.898
108 F 1.195 -4.110 -3.694
109 F 3.097 -3.241 -4.079
110 F 2.546 -5.072 -5.000
111 C 5.333 0.263 6.082
112 F 4.047 0.139 6.421
113 F 5.617 1.549 6.161
114 F 6.124 -0.362 6.972
115 S 5.471 -0.341 4.326
116 O 4.968 -1.714 4.243
117 O 4.707 0.602 3.620
118 N 6.972 -0.124 3.912
119 S 8.198 -1.115 4.061
120 O 7.952 -2.410 4.592
121 O 8.915 -1.025 2.817
122 C 9.238 -0.324 5.377
123 F 8.753 -0.785 6.592
124 F 10.479 -0.757 5.235
125 F 9.166 1.020 5.441
126 C 1.535 2.919 4.587
127 F 1.586 1.899 5.443
128 F 1.135 4.042 5.137
129 F 2.860 3.101 4.188
130 S 0.546 2.392 3.111
131 O 0.598 3.412 2.120
132 O 1.108 1.129 2.828
133 N -0.909 2.453 3.618
134 S -1.629 1.323 4.467
135 O -2.136 0.336 3.550
136 O -1.065 0.849 5.666
137 C -3.046 2.333 5.112
138 F -4.046 2.511 4.157
139 F -3.585 1.678 6.151
140 F -2.646 3.559 5.582
141 C -6.330 -0.514 -2.498
142 F -6.887 0.665 -2.129
143 F -7.240 -1.383 -2.740
144 F -5.765 -0.214 -3.707
145 S -5.045 -1.180 -1.364
146 O -4.278 -2.003 -2.246
147 O -4.436 0.052 -0.878
148 N -5.756 -1.890 -0.184
149 S -5.703 -3.385 0.191
150 O -7.011 -3.848 0.539
151 O -4.818 -4.238 -0.555
152 C -4.873 -3.166 1.845
153 F -5.678 -2.434 2.643
154 F -4.490 -4.241 2.473
155 F -3.825 -2.371 1.672
156 C 0.324 6.094 -4.080
157 F 0.723 6.171 -2.765
158 F -0.732 6.908 -4.132
159 F 1.259 6.548 -4.876
160 S -0.173 4.311 -4.563
161 O -1.017 3.863 -3.476
162 O -0.730 4.538 -5.886
163 N 1.225 3.645 -4.587
164 S 1.929 2.838 -3.461
165 O 1.186 2.631 -2.265
166 O 2.615 1.724 -4.052
167 C 3.283 4.064 -3.029
168 F 4.307 3.265 -2.550
169 F 3.792 4.922 -3.949
170 F 2.922 4.891 -2.054
171 C -8.736 2.824 1.703
172 F -8.494 1.941 0.766
173 F -9.925 2.514 2.302
174 F -7.774 2.867 2.620
175 S -8.898 4.554 0.846
176 O -10.046 4.514 0.002
177 O -8.709 5.455 2.024
178 N -7.524 4.592 0.081
179 S -7.499 4.243 -1.481
180 O -6.106 4.149 -1.828
181 O -8.545 3.343 -1.909
182 C -7.844 5.855 -2.359
183 F -9.145 6.172 -2.531
184 F -7.303 6.888 -1.734
185 F -7.300 5.688 -3.643

Löwdin atomic charge list, values in e, 99 entries: -0.068 -0.129 -0.008 -0.014 -0.030 -0.102 -0.004 0.012 0.084 0.091 0.080 0.109 0.109 0.129 0.140 0.117 0.134 0.087 0.100 -0.097 -0.177 -0.002 0.021 0.010 -0.062 -0.141 0.028 0.087 0.106 0.106 0.143 0.121 0.131 0.134 0.153 0.088 0.094 0.113 -0.067 -0.141 0.003 0.004 -0.058 -0.065 -0.068 0.013 0.115 0.058 0.054 0.138 0.116 0.118 0.143 0.142 0.091 0.097 0.103 -0.077 -0.150 0.012 -0.027 -0.001 -0.084 -0.051 -0.015 0.078 0.060 0.082 0.096 0.092 0.133 0.157 0.150 0.119 0.101 0.075 -0.093 -0.189 -0.021 -0.010 -0.053 -0.079 -0.030 0.056 0.069 0.075 0.101 0.154 0.085 0.123 0.157 0.149 0.085 0.108 0.090 -0.707 0.102 0.147 0.156

Record 2
# C42H55N5O16

8 unconnected molecules or ions with the total composition C42H55N5O16 at a distorted geometry (ωB97M-V/def2-TZVPD, the Open Molecules 2025 dataset).

Properties
SMILES: O=[N+]([O-])c1ccccc1.O=[N+]([O-])c1ccccc1.O=[N+]([O-])c1ccccc1.O=[N+]([O-])c1ccccc1.O=[N+]([O-])c1ccccc1.COCCOC.COCCOC.COCCOC

CARTESIAN COORDINATES (ANGSTROEM)
1 C -0.892 -25.833 10.312
2 C -1.325 -24.555 10.771
3 C -0.363 -23.526 10.949
4 C 0.958 -23.720 10.582
5 C 1.385 -24.991 10.117
6 C 0.451 -26.080 10.117
7 N 1.932 -22.573 10.559
8 O 1.647 -21.605 11.287
9 O 2.950 -22.691 9.896
10 H -1.700 -26.577 10.283
11 H -2.389 -24.431 10.941
12 H -0.627 -22.563 11.318
13 H 2.425 -25.109 9.906
14 H 0.864 -27.034 9.912
15 C -5.406 -24.656 7.601
16 C -4.028 -24.663 7.611
17 C -3.372 -23.644 8.219
18 C -4.088 -22.623 8.797
19 C -5.475 -22.630 8.916
20 C -6.148 -23.690 8.289
21 N -3.285 -21.422 9.259
22 O -2.145 -21.572 9.544
23 O -3.938 -20.376 9.294
24 H -5.860 -25.484 7.080
25 H -3.451 -25.446 7.163
26 H -2.265 -23.571 8.291
27 H -5.953 -21.914 9.535
28 H -7.247 -23.737 8.395
29 C -5.808 -16.198 7.900
30 C -4.810 -16.533 8.805
31 C -4.945 -17.575 9.682
32 C -6.118 -18.356 9.592
33 C -7.123 -18.051 8.731
34 C -7.022 -16.944 7.914
35 N -6.256 -19.457 10.582
36 O -7.059 -20.377 10.318
37 O -5.825 -19.274 11.705
38 H -5.713 -15.416 7.146
39 H -3.892 -15.947 8.771
40 H -4.178 -17.757 10.444
41 H -8.092 -18.546 8.774
42 H -7.839 -16.709 7.246
43 C -6.942 -21.457 5.165
44 C -5.996 -22.494 5.127
45 C -4.655 -22.161 5.233
46 C -4.280 -20.874 5.552
47 C -5.214 -19.877 5.696
48 C -6.533 -20.214 5.554
49 N -2.784 -20.540 5.774
50 O -2.457 -19.365 5.595
51 O -2.055 -21.454 6.172
52 H -7.983 -21.701 5.071
53 H -6.325 -23.507 4.933
54 H -3.910 -22.939 5.251
55 H -4.884 -18.865 5.908
56 H -7.324 -19.517 5.629
57 C -7.667 -26.724 13.493
58 C -6.376 -26.259 13.578
59 C -5.274 -27.035 13.043
60 C -5.568 -28.244 12.430
61 C -6.865 -28.746 12.373
62 C -7.890 -27.998 12.935
63 N -4.473 -29.006 11.803
64 O -4.670 -30.187 11.566
65 O -3.432 -28.451 11.520
66 H -8.501 -26.096 13.834
67 H -6.115 -25.277 13.977
68 H -4.253 -26.701 13.030
69 H -7.124 -29.639 11.861
70 H -8.966 -28.386 12.898
71 C -1.802 -27.722 14.189
72 O -2.000 -26.471 13.657
73 C -2.193 -25.504 14.696
74 C -2.556 -24.182 14.164
75 O -3.853 -24.274 13.607
76 C -4.219 -23.200 12.660
77 H -1.535 -28.368 13.341
78 H -2.762 -28.134 14.567
79 H -1.086 -27.632 15.095
80 H -1.285 -25.385 15.284
81 H -2.993 -25.827 15.379
82 H -1.880 -23.976 13.349
83 H -2.522 -23.431 14.928
84 H -3.844 -22.246 13.051
85 H -5.310 -23.193 12.570
86 H -3.754 -23.401 11.659
87 C -6.633 -27.640 8.940
88 O -6.281 -27.627 7.619
89 C -7.048 -28.478 6.800
90 C -6.682 -28.024 5.397
91 O -7.206 -26.756 5.252
92 C -7.044 -26.189 3.941
93 H -5.988 -26.916 9.447
94 H -6.501 -28.635 9.403
95 H -7.711 -27.347 9.012
96 H -8.081 -28.381 7.052
97 H -6.778 -29.518 7.092
98 H -7.197 -28.726 4.728
99 H -5.621 -28.096 5.165
100 H -7.651 -26.673 3.222
101 H -5.980 -26.179 3.645
102 H -7.414 -25.171 4.096
103 C -1.733 -20.976 17.426
104 O -2.718 -21.525 16.614
105 C -3.458 -20.495 16.080
106 C -2.799 -19.661 14.958
107 O -2.427 -20.439 13.849
108 C -1.362 -19.827 13.075
109 H -2.040 -20.284 18.264
110 H -1.121 -20.436 16.738
111 H -1.240 -21.778 17.922
112 H -3.956 -19.890 16.841
113 H -4.364 -20.887 15.580
114 H -1.898 -19.167 15.362
115 H -3.480 -18.889 14.684
116 H -1.816 -19.080 12.470
117 H -0.724 -20.537 12.465
118 H -0.673 -19.261 13.725

Löwdin atomic charge list, values in e, 99 entries: -0.057 -0.057 -0.015 -0.124 0.021 -0.054 -0.323 0.048 0.078 0.108 0.080 0.078 0.101 0.092 -0.080 -0.069 -0.048 -0.140 0.013 -0.033 -0.313 0.104 0.056 0.086 0.116 0.133 0.070 0.124 -0.056 -0.079 -0.010 -0.154 -0.037 -0.066 -0.319 0.023 0.089 0.108 0.114 0.126 0.128 0.103 -0.059 -0.054 -0.019 -0.118 -0.010 -0.083 -0.299 0.070 0.063 0.106 0.084 0.114 0.121 0.095 -0.084 -0.040 0.039 -0.158 -0.034 -0.076 -0.342 0.070 0.066 0.112 0.098 0.086 0.105 0.130 -0.149 -0.205 -0.202 -0.203 -0.212 -0.026 0.087 0.085 0.117 0.129 0.138 0.109 0.115 0.074 0.086 0.065 -0.130 -0.224 -0.181 -0.230 -0.191 -0.068 0.092 0.086 0.109 0.114 0.140 0.125 0.131

Record 3
# C42H56BFN10O3RhS3Se

A molecular structure, C42H56BFN10O3RhS3Se (ωB97M-V/def2-TZVPD, the Open Molecules 2025 dataset).

Properties
Charge: +1

CARTESIAN COORDINATES (ANGSTROEM)
1 Rh -0.333 -1.302 0.334
2 C -5.316 -2.451 2.103
3 C -5.110 -1.220 1.224
4 C -4.159 -0.216 1.868
5 C -6.462 -0.546 1.003
6 N -4.570 -1.655 -0.106
7 C -5.201 -1.440 -1.319
8 C -4.429 -1.994 -2.273
9 N -3.328 -2.549 -1.663
10 B -2.300 -3.338 -2.516
11 N -1.511 -4.397 -1.712
12 C -2.070 -5.643 -1.550
13 C -1.299 -6.333 -0.691
14 N -0.253 -5.510 -0.320
15 C -0.400 -4.325 -0.957
16 S 0.684 -2.955 -0.920
17 C 0.683 -5.987 0.762
18 C -0.156 -6.128 2.033
19 C 1.250 -7.334 0.312
20 C 1.839 -5.043 1.044
21 N -1.421 -2.368 -3.355
22 C -1.011 -2.734 -4.614
23 C -0.353 -1.691 -5.155
24 N -0.343 -0.679 -4.213
25 C -0.954 -1.134 -3.089
26 S -1.205 -0.268 -1.596
27 C 0.301 0.655 -4.432
28 C -0.748 1.752 -4.259
29 C 1.470 0.807 -3.477
30 C 0.833 0.718 -5.862
31 C -3.409 -2.311 -0.342
32 S -2.195 -2.749 0.811
33 H -5.727 -2.135 3.062
34 H -4.377 -2.968 2.289
35 H -6.021 -3.142 1.637
36 H -4.660 0.235 2.727
37 H -3.896 0.571 1.159
38 H -3.241 -0.689 2.205
39 H -6.865 -0.287 1.981
40 H -7.179 -1.208 0.515
41 H -6.371 0.376 0.426
42 H -6.138 -0.928 -1.404
43 H -4.574 -2.051 -3.337
44 H -2.955 -3.961 -3.316
45 H -2.975 -5.924 -2.058
46 H -1.411 -7.328 -0.308
47 H -0.963 -6.851 1.915
48 H -0.589 -5.165 2.309
49 H 0.486 -6.464 2.847
50 H 0.489 -8.110 0.231
51 H 1.982 -7.669 1.046
52 H 1.753 -7.236 -0.651
53 H 1.502 -4.080 1.421
54 H 2.461 -4.872 0.169
55 H 2.447 -5.522 1.814
56 H -1.265 -3.690 -5.033
57 H 0.069 -1.581 -6.134
58 H -1.170 1.745 -3.257
59 H -1.555 1.629 -4.983
60 H -0.276 2.721 -4.431
61 H 1.173 0.779 -2.431
62 H 1.976 1.755 -3.674
63 H 2.172 -0.005 -3.655
64 H 0.041 0.610 -6.605
65 H 1.604 -0.030 -6.046
66 H 1.285 1.700 -6.001
67 C 3.622 3.068 4.261
68 C 2.164 3.146 4.685
69 N 1.268 2.502 3.720
70 C 0.956 1.198 3.900
71 C 0.208 0.452 3.047
72 C 0.131 -1.040 3.318
73 O 0.263 -1.400 4.480
74 O -0.032 -1.817 2.317
75 C -0.383 1.089 1.925
76 O -1.170 0.526 1.125
77 C -0.004 2.477 1.690
78 C -0.420 3.100 0.511
79 C -0.001 4.367 0.235
80 F -0.435 4.976 -0.894
81 C 0.865 5.062 1.092
82 C 1.277 4.447 2.255
83 C 0.845 3.151 2.577
84 N 1.365 6.369 0.807
85 C 1.461 6.828 -0.572
86 C 2.425 8.038 -0.600
87 N 3.081 8.126 0.746
88 C 2.070 8.473 1.799
89 C 0.918 7.451 1.675
90 H 4.253 3.589 4.981
91 H 3.780 3.507 3.275
92 H 3.947 2.030 4.210
93 H 1.831 4.173 4.835
94 H 2.017 2.633 5.633
95 H 1.356 0.723 4.787
96 H -1.063 2.558 -0.172
97 H 1.985 4.964 2.888
98 H 0.498 7.138 -0.986
99 H 1.850 6.022 -1.190
100 H 1.907 8.982 -0.757
101 H 3.205 7.935 -1.350
102 H 3.871 8.768 0.752
103 H 3.406 7.179 0.967
104 H 1.745 9.494 1.613
105 H 2.578 8.431 2.760
106 H 0.024 7.941 1.271
107 H 0.665 7.057 2.655
108 Se 1.937 -0.166 0.415
109 C 3.315 -1.432 0.003
110 C 3.991 -1.472 -1.209
111 C 5.018 -2.388 -1.383
112 N 5.424 -3.241 -0.446
113 C 4.792 -3.177 0.725
114 C 3.749 -2.306 0.995
115 H 3.738 -0.788 -2.000
116 H 5.546 -2.436 -2.331
117 H 5.135 -3.863 1.493
118 H 3.273 -2.304 1.967

Löwdin atomic charge list, values in e, 99 entries: 0.325 -0.036 -0.539 -0.040 -0.056 0.020 -0.028 -0.045 0.028 -0.563 0.028 -0.035 -0.037 0.023 -0.615 0.712 -0.526 -0.016 -0.029 -0.085 0.043 -0.033 -0.026 0.018 -0.587 0.712 -0.545 -0.039 -0.043 -0.055 -0.605 0.783 0.093 0.043 0.093 0.092 0.089 0.046 0.092 0.088 0.090 0.112 0.129 0.124 0.126 0.121 0.081 0.085 0.096 0.074 0.092 0.097 0.055 0.071 0.098 0.128 0.113 0.030 0.093 0.088 0.015 0.092 0.085 0.091 0.089 0.092 -0.058 -0.184 -0.021 0.040 -0.083 -0.612 0.049 -0.235 -0.376 -0.179 -0.063 0.103 -0.184 0.064 -0.147 0.057 -0.117 -0.120 -0.127 -0.063 0.040 -0.069 -0.112 0.081 0.069 0.088 0.114 0.127 0.154 0.132 0.110 0.128 0.139

| no. | DFT total energy (Ha) |
| --- | --- |
| 1 | -12688.63493 |
| 2 | -3110.36935 |
| 3 | -6238.60667 |